Here is a cluster of 7 separate species, C19H56N10O7 in total at a distorted geometry from the OMol25 dataset. Energies are from ωB97M-V/def2-TZVPD.

XYZ file:
```
92
Properties=species:S:1:pos:R:3:forces:R:3
C -2.7181 -3.8053 5.1514 1.170 0.387 -0.631
C -1.7074 -2.6064 5.0088 -0.102 -1.415 2.533
C -1.8663 -1.5783 6.2372 0.287 0.640 -2.399
O -0.9160 -0.5502 5.8752 -0.051 -1.277 -0.469
C -0.5670 0.4329 6.7843 -0.904 1.041 0.245
N -0.2972 -3.0917 5.0860 -0.951 0.350 -0.171
H -3.7541 -3.4779 5.0642 0.040 -0.059 0.139
H -2.5577 -4.4410 6.0221 -0.075 0.537 0.498
H -2.4857 -4.5137 4.3563 -0.206 0.189 -0.382
H -1.7954 -2.2076 3.9982 -0.406 0.671 0.365
H -1.6330 -1.9890 7.2196 0.295 -0.491 -0.094
H -2.8733 -1.1683 6.3139 -0.201 0.216 -0.149
H 0.3275 0.9451 6.4298 0.153 -0.264 0.115
H -0.4648 0.1127 7.8211 0.269 -0.364 0.024
H -1.3667 1.1734 6.7682 -0.101 0.426 0.321
H -0.1464 -3.2493 6.0721 0.214 -0.592 0.311
H 0.2045 -2.2234 4.9657 0.590 0.068 -0.354
C 5.4348 -3.5218 -0.4968 1.095 0.820 -0.624
C 6.8624 -3.4516 0.1232 -2.446 -0.669 -0.425
C 7.8317 -2.7705 -0.8129 1.378 0.366 0.439
O 9.1317 -2.9616 -0.2285 0.166 -0.703 0.186
C 10.2837 -2.7610 -0.9901 0.271 1.166 -1.633
N 6.7341 -2.8414 1.4369 1.068 -0.100 0.776
H 5.6113 -3.7991 -1.5361 -0.501 0.054 -0.266
H 5.0349 -2.5097 -0.4356 -0.446 -0.107 -0.217
H 4.7480 -4.2489 -0.0637 0.309 0.175 0.347
H 7.0399 -4.5201 0.2450 1.050 0.111 0.161
H 7.6777 -1.6920 -0.8489 -0.496 0.303 0.143
H 7.7976 -3.0735 -1.8594 0.029 -0.623 0.006
H 11.1061 -3.4628 -0.8515 -0.430 -0.274 0.606
H 10.6998 -1.7545 -0.9466 0.106 0.374 1.127
H 10.1282 -2.7130 -2.0679 -0.704 -0.858 -0.408
H 7.5127 -3.1725 1.9885 0.054 -0.662 0.411
H 7.0240 -1.8739 1.4385 -0.509 0.638 -0.634
C 0.4996 8.6563 -0.7884 0.029 -0.287 0.156
C -0.8965 8.3630 -1.3846 0.863 0.343 -0.498
C -2.1156 8.4523 -0.4055 1.469 0.313 0.692
O -1.8627 7.7629 0.8144 -0.299 -1.114 0.319
C -1.7455 6.3443 0.6532 1.142 0.410 0.152
N -0.9737 9.3077 -2.4989 -1.229 0.594 -0.594
H 0.9079 7.9249 -0.0909 -0.184 0.209 0.326
H 0.5792 9.6868 -0.4424 -0.367 -0.070 0.744
H 1.1995 8.7104 -1.6222 0.034 -0.542 -0.197
H -0.8352 7.4023 -1.8958 -0.263 -0.325 0.366
H -3.1068 8.1585 -0.7509 0.214 -0.023 -0.743
H -2.1483 9.4792 -0.0417 -0.268 0.272 -0.359
H -1.6035 5.8102 1.5928 -0.546 0.609 0.497
H -0.7673 6.1716 0.2046 -0.162 -0.370 -0.784
H -2.5677 5.8637 0.1230 -0.030 0.245 -0.285
H -0.9337 10.2651 -2.1797 -0.397 0.248 0.438
H -0.1241 9.2663 -3.0434 -0.007 -0.521 -0.231
C -1.6073 -4.4456 -1.4918 -1.725 0.689 -0.389
C -2.4817 -3.5732 -2.4575 1.767 0.516 0.280
C -3.6754 -4.3605 -2.9876 1.010 0.574 -1.256
O -3.2252 -5.3835 -3.8832 -0.445 -0.713 0.801
C -2.4800 -4.9668 -4.9999 -0.012 0.022 -0.248
N -2.8774 -2.3094 -1.8633 -0.810 -0.179 0.230
H -2.2635 -4.5073 -0.6236 0.205 -0.628 0.394
H -0.7141 -3.9138 -1.1640 0.142 -0.207 -0.331
H -1.4495 -5.4211 -1.9517 0.340 -0.008 0.313
H -1.7713 -3.2191 -3.2046 -0.396 -0.479 -0.831
H -4.3844 -3.7830 -3.5808 0.059 0.710 0.260
H -4.2217 -4.7409 -2.1245 0.051 -0.736 -0.196
H -1.4440 -4.7451 -4.7435 0.156 -0.095 0.003
H -2.8706 -4.0967 -5.5275 -0.360 0.355 0.275
H -2.5183 -5.7666 -5.7394 0.134 -0.205 0.238
H -3.4736 -2.5238 -1.0768 -0.169 0.283 0.394
H -2.0633 -1.8323 -1.5030 0.082 0.139 0.083
C 0.1401 0.7032 1.3678 2.364 -1.375 -2.989
O 0.2393 0.6010 0.1783 -0.170 0.146 -3.168
N 1.1034 0.3784 2.1505 4.641 -0.975 3.424
N -0.9123 0.9987 1.9928 -6.449 1.887 2.358
H 1.0303 0.6819 3.1110 0.616 -0.278 -0.119
H 2.0089 0.1812 1.7488 -0.204 0.160 0.233
H -1.7081 0.9310 1.3745 -0.385 0.284 0.620
H -0.9890 0.7613 2.9715 -0.455 0.041 -0.285
C -7.9057 3.2644 0.3636 0.077 2.560 -0.423
O -7.9771 4.4667 0.5541 0.399 0.900 0.989
N -8.7648 2.7262 -0.4522 -2.657 -1.925 -2.145
N -6.9290 2.5021 0.7958 2.231 -1.360 1.610
H -9.4212 3.3865 -0.8437 0.000 -0.487 -0.001
H -8.8106 1.7381 -0.6565 -0.134 0.384 -0.078
H -6.8881 1.5030 0.6535 0.056 0.390 0.152
H -6.3115 2.9691 1.4444 0.030 -0.460 -0.110
C 1.9080 -1.0572 -6.1793 0.872 3.221 1.585
O 1.7317 0.1471 -6.2864 -1.220 0.136 -0.227
N 2.0882 -1.6460 -5.0168 0.525 -2.081 2.485
N 2.1143 -1.8202 -7.2187 -0.501 -1.530 -4.804
H 2.4733 -2.5758 -5.1026 -0.485 0.015 0.779
H 1.6713 -1.3344 -4.1512 0.418 0.176 -0.333
H 1.5651 -1.4509 -7.9817 0.647 -0.081 -0.427
H 2.5186 -2.7265 -7.4062 -0.261 0.151 0.954
```
Positions in Å, forces in eV/Å.

For the energy above the lowest of the compared OMol25 structures with the same formula, charge and spin, the calculation gives 5.397 eV. As for the spin multiplicity: 1. Its SMILES is COC[C@H](C)N.COC[C@H](C)N.COC[C@H](C)N.COC[C@H](C)N.NC(N)=O.NC(N)=O.NC(N)=O. Its LUMO energy is 0.1 eV.

Atom charges from the Löwdin analysis, given in e for atoms 1 to 6: C -0.068; C -0.366; C -0.148; O -0.247; C -0.128; N 0.027

=====

Here is the ion C4H6N3 with charge +1 at a distorted geometry from the OMol25 dataset. Energies are from ωB97M-V/def2-TZVPD.

XYZ file:
```
13
Properties=species:S:1:pos:R:3:forces:R:3
C 2.0191 0.1326 0.2184 2.559 -0.663 -1.185
C 1.3882 -1.0081 0.8246 1.110 2.257 -1.413
C 0.0748 0.8799 -0.6340 0.005 -1.593 -1.000
C -2.0451 0.0991 -0.0428 -0.799 -3.685 -2.082
N 1.3923 0.9350 -0.6062 0.716 0.613 1.034
N -0.6000 -0.0324 0.0594 3.315 0.214 1.276
N 0.1137 -1.0235 0.8181 -4.229 0.365 -1.133
H 3.1705 0.2047 0.2232 -1.968 0.101 0.257
H 2.0234 -1.8381 1.1126 -0.612 -0.130 0.757
H -0.4470 1.4036 -1.4537 0.094 0.095 0.860
H -2.3013 1.1213 0.0246 -0.520 0.844 0.805
H -2.2732 -0.2029 -1.1634 0.168 0.389 2.256
H -2.5156 -0.6712 0.6190 0.162 1.194 -0.432
```
Positions in Å, forces in eV/Å.

For the energy above the lowest of the compared OMol25 structures with the same formula, charge and spin, the calculation gives 2.344 eV. As for the spin multiplicity: 1. Its SMILES is C[n+]1cnccn1. Its charge is +1. Its LUMO energy is -6.1 eV.

Atom charges from the natural (NBO) analysis, given in e for atoms 1 to 6: C 0.149; C 0.016; C 0.323; C -0.431; N -0.371; N -0.109